{"formula": "C33H40CrN4P2", "method": "ωB97M-V/def2-TZVPD", "total_energy_ha": -3227.3692, "homo_lumo_gap_ev": [6.25, 7.05], "e_lumo_ev": [-0.734, -0.910], "multiplicity": 5, "symbols": ["Cr", "C", "C", "C", "C", "C", "C", "C", "C", "C", "H", "H", "H", "H", "H", "H", "H", "H", "H", "H", "H", "H", "H", "H", "H", "P", "P", "N", "N", "N", "N", "C", "C", "C", "C", "C", "C", "C", "C", "C", "C", "C", "C", "C", "C", "C", "C", "C", "C", "H", "H", "H", "H", "H", "H", "H", "H", "H", "H", "H", "H", "H", "H", "H", "H", "H", "H", "H", "H", "C", "C", "C", "C", "C", "C", "H", "H", "H", "H", "H"], "xyz": [[1.623, 0.915, -0.073], [-2.686, -0.051, 4.550], [-1.827, -0.436, 3.595], [-2.065, -0.730, 2.137], [-2.159, 0.437, 1.161], [-3.354, 1.342, 1.278], [-4.414, 1.203, 2.072], [-4.727, 0.108, 3.034], [-4.151, 0.206, 4.476], [1.556, 2.938, -0.666], [-2.265, 0.170, 5.532], [-0.775, -0.541, 3.895], [-2.884, -1.435, 1.968], [-1.162, -1.262, 1.829], [-1.236, 1.021, 1.252], [-2.099, 0.091, 0.118], [-3.303, 2.238, 0.637], [-5.226, 1.930, 1.965], [-4.476, -0.877, 2.631], [-5.821, 0.102, 3.141], [-4.417, 1.178, 4.931], [-4.654, -0.577, 5.065], [0.506, 3.354, -0.493], [2.006, 3.396, -1.569], [2.247, 3.082, 0.204], [0.395, 1.156, -2.035], [2.170, -1.306, 0.282], [-1.311, 1.046, -2.568], [1.045, 1.425, -3.702], [0.907, -2.633, 0.179], [3.489, -2.514, 0.220], [0.708, -0.635, -1.995], [2.172, -0.910, -1.551], [-2.259, 2.073, -2.519], [-3.388, 1.689, -3.251], [-3.115, 0.391, -3.795], [-1.853, 0.021, -3.357], [1.665, 2.564, -4.202], [1.901, 2.397, -5.565], [1.391, 1.108, -5.926], [0.877, 0.540, -4.771], [0.095, -3.090, 1.213], [-0.726, -4.112, 0.742], [-0.437, -4.277, -0.653], [0.564, -3.367, -0.963], [3.418, -3.903, 0.023], [4.617, -4.366, -0.496], [5.493, -3.230, -0.583], [4.779, -2.122, -0.159], [0.546, -1.153, -2.948], [-0.039, -1.028, -1.283], [2.640, -1.744, -2.121], [2.856, -0.016, -1.711], [-2.055, 2.983, -1.982], [-4.300, 2.261, -3.401], [-3.736, -0.208, -4.454], [-1.307, -0.890, -3.553], [1.881, 3.405, -3.553], [2.380, 3.091, -6.241], [1.381, 0.637, -6.902], [0.410, -0.423, -4.639], [0.168, -2.677, 2.210], [-1.439, -4.685, 1.312], [-0.868, -4.993, -1.339], [1.051, -3.185, -1.908], [2.522, -4.465, 0.255], [4.835, -5.382, -0.790], [6.518, -3.239, -0.924], [5.064, -1.086, -0.085], [1.304, 2.862, 4.449], [2.512, 2.474, 3.862], [2.517, 1.842, 2.603], [1.319, 1.697, 1.901], [0.177, 2.355, 2.387], [0.122, 2.738, 3.721], [1.284, 3.290, 5.443], [3.457, 2.625, 4.379], [3.466, 1.533, 2.160], [-0.651, 2.649, 1.750], [-0.851, 2.986, 4.166]], "forces_ev_per_angstrom": [[-0.186, 3.102, 2.148], [0.759, 0.364, -0.003], [-0.202, 0.431, 0.523], [0.509, -0.701, -0.450], [0.033, 0.415, -0.104], [0.270, 0.389, 0.024], [-0.022, 0.448, -0.453], [-0.811, -0.595, 0.698], [-0.440, -0.176, -0.909], [0.962, 0.796, 1.324], [0.080, -0.232, -0.120], [-0.429, 0.153, -0.014], [0.221, 0.071, 0.058], [-0.333, 0.017, -0.111], [-0.378, -0.103, 0.092], [-0.279, -0.318, 0.121], [-0.172, -0.465, 0.207], [0.417, 0.051, 0.100], [-0.142, 0.272, 0.148], [0.193, -0.074, 0.005], [0.208, -0.349, -0.139], [0.022, 0.278, 0.022], [1.523, -0.418, 0.054], [-0.333, -0.435, 0.407], [-0.626, 1.075, -0.707], [-2.930, -0.828, -4.470], [-0.356, -5.245, -1.060], [-0.344, -0.454, -0.112], [0.297, -0.075, 0.344], [-0.048, 0.756, -0.078], [0.840, 0.251, 0.013], [0.076, -0.598, -0.494], [0.135, 0.013, -0.212], [-0.731, -0.873, -0.709], [1.217, 0.023, 0.417], [1.030, 0.054, 0.578], [-0.767, 0.676, 0.013], [0.143, -0.109, -0.808], [-0.399, -0.310, 0.926], [-0.274, -0.087, 1.202], [0.484, 0.544, -0.463], [-0.290, -0.900, -0.300], [0.931, 0.902, -0.153], [1.042, 0.949, 0.390], [-0.509, -0.465, 0.357], [0.241, -0.062, -0.395], [-0.620, 1.230, 0.601], [-0.772, 0.417, 0.132], [0.028, -0.782, -0.026], [-0.026, 0.144, 0.359], [0.341, 0.053, -0.281], [-0.240, 0.611, 0.464], [-0.471, -0.711, -0.072], [0.030, 0.056, 0.078], [0.343, -0.055, 0.140], [0.049, 0.177, 0.275], [-0.232, 0.173, 0.076], [-0.048, -0.234, -0.245], [-0.065, 0.048, 0.231], [0.062, 0.145, 0.176], [0.092, 0.278, -0.189], [0.129, -0.095, -0.155], [0.020, 0.135, 0.092], [0.014, 0.136, 0.080], [-0.017, -0.148, 0.156], [0.173, 0.232, -0.052], [-0.028, 0.085, 0.216], [-0.102, 0.102, 0.041], [0.122, 0.031, -0.004], [0.229, -0.461, -0.221], [0.099, -0.168, -0.236], [-0.534, 0.234, 1.128], [0.291, 0.412, -1.521], [0.550, -0.311, 0.481], [-0.189, 0.611, 0.137], [0.042, -0.115, 0.051], [-0.166, 0.057, 0.026], [-0.145, -0.161, 0.267], [-0.105, -0.539, 0.083], [0.516, 0.253, -0.197]], "lowdin_charge": [0.246, -0.120, -0.086, -0.197, -0.191, -0.094, -0.108, -0.208, -0.187, -0.277, 0.099, 0.104, 0.107, 0.051, 0.050, 0.105, 0.101, 0.100, 0.096, 0.106, 0.116, 0.112, 0.031, -0.021, -0.005, 1.047, 1.105, -0.224, -0.191, -0.241, -0.243, -0.423, -0.374, -0.133, -0.085, -0.083, -0.155, -0.130, -0.090, -0.083, -0.147, -0.155, -0.073, -0.067, -0.179, -0.129, -0.077, -0.089, -0.163, 0.058, 0.077, 0.114, 0.097, 0.099, 0.093, 0.095, 0.088, 0.087, 0.090, 0.094, 0.080, 0.108, 0.095, 0.097, 0.105, 0.104, 0.095, 0.093, 0.102, -0.104, -0.102, -0.165, -0.255, -0.157, -0.098, 0.093, 0.093, 0.081, 0.086, 0.108]}